(1)
Here is a cluster of 2 separate species, H6N2 in total from the OMol25 dataset. Energies are from ωB97M-V/def2-TZVPD.

Values from the calculation:
* SMILES string: N.N
* E_HOMO: -10.0 eV
* energy above the lowest of the compared OMol25 structures with the same formula, charge and spin: 1.25 kcal/mol
* frontier orbital gap: 11.107 eV
* LUMO: 1.096 eV

Geometry as ORCA input:
```
! wB97M-V def2-TZVPD RIJCOSX def2/J DEFGRID3
* xyz 0 1
N 0.47 1.73 0.84
H -0.39 2.09 1.26
H 1.22 2.39 1.06
H 0.70 0.86 1.33
N -0.52 -1.90 -0.86
H -0.57 -0.88 -0.78
H -1.27 -2.18 -1.50
H 0.36 -2.12 -1.33
*
```

Mulliken atomic charge list, values in e, 5 entries: -0.67, 0.22, 0.23, 0.23, -0.66


(2)
Here is a cluster of 2 separate species, H6N2 in total from the OMol25 dataset. Energies are from ωB97M-V/def2-TZVPD.

Values from the calculation:
* SMILES string: N.N
* E_HOMO: -10.2 eV
* energy above the lowest of the compared OMol25 structures with the same formula, charge and spin: 2.74 kcal/mol
* frontier orbital gap: 11.484 eV
* LUMO: 1.291 eV

Geometry as ORCA input:
```
! wB97M-V def2-TZVPD RIJCOSX def2/J DEFGRID3
* xyz 0 1
N 3.41 -0.72 2.08
H 2.62 -1.27 1.72
H 4.26 -1.27 1.91
H 3.47 0.12 1.49
N -5.18 1.23 -2.74
H -4.97 1.99 -3.39
H -5.00 0.35 -3.23
H -4.49 1.29 -1.98
*
```

Mulliken atomic charge list, values in e, 5 entries: -0.66, 0.22, 0.22, 0.22, -0.66


(3)
Here is a structure of composition H6N2O2P2S from the OMol25 dataset. Energies are from ωB97M-V/def2-TZVPD.

Values from the calculation:
* E_HOMO: -9.3 eV
* energy above the lowest of the compared OMol25 structures with the same formula, charge and spin: 0.00 kcal/mol
* frontier orbital gap: 9.507 eV
* LUMO: 0.173 eV

Geometry as ORCA input:
```
! wB97M-V def2-TZVPD RIJCOSX def2/J DEFGRID3
* xyz 0 1
N 0.46 -0.12 -2.49
N 0.77 0.17 0.09
O -1.29 -0.93 -0.88
O -0.97 1.50 -1.31
P -1.26 -0.37 2.09
P 0.70 -0.98 1.38
S -0.42 0.20 -1.12
H 0.76 -1.06 -2.53
H 1.32 0.42 -2.50
H 0.52 1.43 0.57
H -1.93 -0.80 0.92
H -1.79 -1.29 2.95
H 0.56 -2.09 0.45
*
```

Mulliken atomic charge list, values in e, 5 entries: -0.59, -0.52, -0.63, -0.62, -0.13


(4)
Here is a cluster of 2 separate species, H6NO in total from the OMol25 dataset. Energies are from ωB97M-V/def2-TZVPD.

Values from the calculation:
* E_HOMO: -16.4 eV
* energy above the lowest of the compared OMol25 structures with the same formula, charge and spin: 19.95 kcal/mol
* frontier orbital gap: 12.051 eV
* LUMO: -4.340 eV

Geometry as ORCA input:
```
! wB97M-V def2-TZVPD RIJCOSX def2/J DEFGRID3
* xyz 1 1
N 0.14 -0.98 0.52
H 0.84 -1.40 1.19
H -0.78 -1.24 1.03
H 0.28 0.06 0.78
H 0.13 -1.37 -0.39
H -0.61 2.15 -0.54
H 0.23 1.41 -1.73
O -0.23 1.37 -0.86
*
```

Mulliken atomic charge list, values in e, 5 entries: -0.57, 0.41, 0.41, 0.41, 0.33


(5)
Here is a structure of composition H6Na8O7S from the OMol25 dataset. Energies are from ωB97M-V/def2-TZVPD.

Values from the calculation:
* E_HOMO: -29.1 eV
* frontier orbital gap: 9.152 eV
* LUMO: -19.976 eV

Geometry as ORCA input:
```
! wB97M-V def2-TZVPD RIJCOSX def2/J DEFGRID3
* xyz 6 1
Na -1.29 -1.69 2.87
Na 0.38 0.87 -3.72
Na 3.01 0.71 -0.81
Na -0.01 3.16 -1.48
Na 1.11 -3.33 -0.60
Na -3.11 0.58 0.14
Na -2.32 -3.25 -0.67
Na 3.12 -1.16 1.81
S 0.06 -0.38 -0.13
O -0.64 -1.51 -0.80
O -0.83 0.24 0.86
O 1.33 -0.79 0.54
O 0.49 0.62 -1.16
O 0.31 0.45 3.54
H 0.03 0.49 2.63
H 1.20 0.81 3.55
O -1.28 -1.06 -3.58
H -1.17 -1.34 -2.68
H -0.98 -1.81 -4.13
O 0.00 3.12 1.20
H -0.36 2.26 1.40
H 0.96 3.01 1.21
*
```

Mulliken atomic charge list, values in e, 5 entries: 0.89, 0.97, 0.89, 0.96, 0.88


(6)
Here is a cluster of 3 separate species, H6O3 in total from the OMol25 dataset. Energies are from ωB97M-V/def2-TZVPD.

Values from the calculation:
* SMILES string: O.O.O
* E_HOMO: -11.1 eV
* energy above the lowest of the compared OMol25 structures with the same formula, charge and spin: 11.96 kcal/mol
* frontier orbital gap: 11.620 eV
* LUMO: 0.510 eV

Geometry as ORCA input:
```
! wB97M-V def2-TZVPD RIJCOSX def2/J DEFGRID3
* xyz 0 1
O -0.56 0.26 -0.05
H 0.14 0.26 0.60
H -0.78 1.18 -0.17
O -2.44 -2.15 -2.03
H -2.08 -3.03 -2.04
H -1.70 -1.59 -1.78
O 2.43 1.53 1.47
H 3.07 2.19 1.73
H 1.93 1.35 2.27
*
```

Mulliken atomic charge list, values in e, 5 entries: -0.62, 0.31, 0.32, -0.64, 0.31